Entry 1:
Below is a 2-piece molecular cluster, C10H17N2 overall, with properties calculated with ωB97M-V with the def2-TZVPD basis set.

XYZ file:
```
29
Properties=species:S:1:pos:R:3:lowdin_charge:R:1
C 2.58 2.91 1.07 -0.050
C 1.46 2.67 1.81 -0.081
C 2.86 2.00 0.01 -0.008
C 0.69 1.56 1.67 -0.069
C 1.97 0.88 -0.19 -0.006
C 0.83 0.65 0.64 -0.233
C -0.09 -1.44 -1.63 0.016
C -1.33 0.58 -0.98 -0.014
C -2.10 -1.55 -0.31 -0.008
C 0.03 -0.67 0.61 -0.352
N 0.83 -1.72 0.98 0.112
N -0.82 -0.72 -0.55 -0.356
H 3.06 3.82 0.98 0.093
H 1.24 3.47 2.54 0.132
H 3.82 1.96 -0.40 0.088
H -0.04 1.29 2.45 0.104
H 2.20 0.15 -0.90 0.083
H -0.71 -2.30 -2.00 0.123
H 0.13 -0.76 -2.50 0.125
H 0.88 -1.69 -1.15 0.097
H -2.02 0.52 -1.85 0.136
H -2.09 0.94 -0.25 0.124
H -0.46 1.23 -0.96 0.104
H -2.59 -0.92 0.54 0.111
H -2.73 -1.49 -1.26 0.132
H -1.92 -2.61 -0.04 0.113
H -1.10 -0.43 1.92 0.224
H 0.39 -2.65 1.04 0.128
H 1.46 -1.57 1.75 0.132
```

Orbital gap (eV): 9.537
E_LUMO (Eh): -0.113
F_max (eV Å⁻¹): 6.6
Total charge: +1
Electronic energy (a.u.): -500.35658
ΔE to the lowest compared entry with this formula, charge and spin (kcal/mol): 70.2
HOMO energy (eV): -12.6



Entry 2:
Below is one molecule with the formula C23H34N2O3, with properties calculated with ωB97M-V with the def2-TZVPD basis set.

XYZ file:
```
62
Properties=species:S:1:pos:R:3:lowdin_charge:R:1
C 5.29 3.12 1.13 -0.096
C 4.54 1.80 1.23 -0.181
C 4.65 1.00 -0.05 -0.369
O 5.33 1.36 -0.98 0.094
C 3.86 -0.26 -0.13 -0.172
C 3.20 -0.83 0.96 -0.019
C 2.45 -1.98 0.82 -0.012
C 2.36 -2.60 -0.43 -0.262
O 1.63 -3.72 -0.69 -0.045
C 0.83 -4.26 0.34 -0.089
C -0.34 -3.35 0.74 -0.495
O -0.79 -3.32 1.87 0.071
N -0.81 -2.63 -0.29 0.093
C -1.89 -1.68 -0.18 -0.092
C -1.45 -0.19 -0.29 -0.416
N -2.61 0.71 -0.22 -0.097
C -3.24 0.86 1.08 -0.189
C -4.48 1.73 0.96 -0.175
C -5.58 1.00 0.18 -0.197
C -4.94 0.04 -0.83 -0.179
C -3.59 0.60 -1.29 -0.181
C -0.46 0.12 0.85 -0.121
C 0.07 1.55 0.77 -0.174
C 0.76 1.80 -0.57 -0.188
C -0.20 1.49 -1.71 -0.175
C -0.68 0.04 -1.60 -0.125
C 3.03 -2.05 -1.52 0.011
C 3.78 -0.90 -1.37 -0.005
H 4.88 3.73 0.33 0.077
H 6.34 2.94 0.91 0.077
H 5.21 3.67 2.07 0.071
H 3.48 1.97 1.44 0.109
H 4.95 1.20 2.04 0.122
H 3.25 -0.37 1.94 0.116
H 1.94 -2.38 1.68 0.117
H 0.42 -5.19 -0.06 0.142
H 1.42 -4.50 1.23 0.136
H -0.36 -2.72 -1.19 0.144
H -2.62 -1.90 -0.97 0.126
H -2.35 -1.85 0.79 0.124
H -2.53 1.36 1.75 0.109
H -3.52 -0.10 1.54 0.125
H -4.20 2.66 0.44 0.114
H -4.84 2.00 1.95 0.110
H -6.21 1.73 -0.33 0.105
H -6.22 0.44 0.87 0.106
H -5.60 -0.09 -1.69 0.110
H -4.79 -0.94 -0.37 0.104
H -3.76 1.60 -1.71 0.124
H -3.21 -0.03 -2.10 0.105
H -0.92 -0.07 1.82 0.119
H 0.38 -0.57 0.75 0.094
H -0.75 2.26 0.87 0.106
H 0.77 1.72 1.59 0.105
H 1.09 2.84 -0.63 0.112
H 1.64 1.16 -0.65 0.095
H -1.06 2.15 -1.65 0.111
H 0.30 1.64 -2.67 0.112
H -1.28 -0.21 -2.47 0.107
H 0.20 -0.61 -1.61 0.109
H 2.96 -2.54 -2.48 0.121
H 4.30 -0.46 -2.20 0.121
```

Orbital gap (eV): 8.517
E_LUMO (Eh): 0.015
F_max (eV Å⁻¹): 0.7
Total charge: 0
Electronic energy (a.u.): -1232.07551
ΔE to the lowest compared entry with this formula, charge and spin (kcal/mol): 16.6
HOMO energy (eV): -8.1
SMILES string: CCC(=O)c1ccc(OCC(=O)NCC2(N3CCCCC3)CCCCC2)cc1



Entry 3:
Below is a 3-piece molecular cluster, C5H10N2O overall, with properties calculated with ωB97M-V with the def2-TZVPD basis set.

XYZ file:
```
18
Properties=species:S:1:pos:R:3:lowdin_charge:R:1
C -1.15 2.80 -0.71 -0.001
C -0.68 1.40 -1.16 -0.343
C -0.29 -0.05 0.93 -0.101
C 0.09 -0.78 -0.30 -0.301
C 1.50 -1.48 0.03 -0.442
H -1.75 3.08 -1.49 0.030
H -0.59 3.54 -0.17 0.064
H -2.07 2.41 -0.06 0.134
H 0.66 -0.27 1.64 0.141
H -1.24 -0.12 1.46 0.115
H -0.33 -1.41 -1.26 0.204
H 2.11 -0.76 0.46 0.044
H 2.21 -1.43 -0.99 0.171
H 2.37 -3.06 1.83 0.220
H -0.44 -2.73 1.54 0.264
N -0.03 0.62 -0.30 -0.020
N 1.13 -2.70 0.72 -0.095
O -1.50 0.95 -2.18 -0.086
```

Orbital gap (eV): 7.998
E_LUMO (Eh): -0.051
F_max (eV Å⁻¹): 7.7
Total charge: 0
Electronic energy (a.u.): -380.82702
ΔE to the lowest compared entry with this formula, charge and spin (kcal/mol): 287.7
HOMO energy (eV): -9.4



Entry 4:
Below is C20H36N5NbOP as an isolated structure, with properties calculated with ωB97M-V with the def2-TZVPD basis set.

XYZ file:
```
64
Properties=species:S:1:pos:R:3:lowdin_charge:R:1
C 0.47 1.19 0.07 -0.133
C -1.13 1.31 -0.39 -0.482
C -1.31 1.32 -2.03 -0.140
C -1.86 2.66 0.18 -0.463
Nb -3.73 1.99 1.35 0.777
P -5.33 2.89 -0.41 0.521
N -6.05 1.40 -1.17 -0.336
O -4.52 3.69 -1.73 -0.507
H 0.62 1.40 1.22 0.076
H 1.16 1.93 -0.54 0.079
H 0.78 0.06 -0.10 0.048
H -1.65 0.34 0.05 0.055
H -2.13 0.48 -2.27 0.077
H -1.77 2.34 -2.45 0.069
H -0.31 1.15 -2.63 0.062
H -2.12 3.47 -0.62 0.004
H -1.17 3.21 0.98 0.029
H -3.76 3.61 2.24 -0.185
H -5.11 1.41 2.42 -0.215
H -3.79 0.37 0.48 -0.163
H -2.58 1.31 2.62 -0.173
H -5.21 0.95 -1.63 -0.003
H -6.38 0.78 -0.37 0.005
H -4.04 4.52 -1.43 0.044
N 1.08 -3.23 -1.92 -0.007
C 0.07 -2.63 -2.62 -0.131
C 0.64 -1.84 -3.59 -0.120
C 2.04 -1.97 -3.47 -0.115
C 2.29 -2.84 -2.43 -0.158
H 0.96 -3.87 -1.14 0.145
H -0.97 -2.82 -2.37 0.111
H 0.10 -1.23 -4.31 0.083
H 2.80 -1.49 -4.08 0.089
H 3.22 -3.21 -2.02 0.105
N 2.97 -0.96 1.65 0.015
C 2.22 -2.01 1.20 -0.145
C 2.15 -2.94 2.21 -0.110
C 2.88 -2.43 3.31 -0.122
C 3.38 -1.21 2.93 -0.148
H 3.20 -0.13 1.12 0.145
H 1.79 -2.00 0.21 0.076
H 1.62 -3.89 2.16 0.088
H 3.03 -2.91 4.26 0.076
H 3.99 -0.49 3.47 0.099
N 4.62 -2.68 6.85 -0.002
C 4.59 -3.43 8.00 -0.150
C 3.63 -2.89 8.83 -0.121
C 3.06 -1.79 8.16 -0.111
C 3.68 -1.68 6.94 -0.144
H 5.23 -2.84 6.07 0.146
H 5.25 -4.28 8.13 0.101
H 3.37 -3.26 9.82 0.088
H 2.27 -1.14 8.53 0.093
H 3.54 -0.98 6.13 0.101
N -1.58 1.84 -5.69 0.011
C -0.79 1.93 -6.81 -0.151
C -1.36 2.86 -7.65 -0.130
C -2.53 3.35 -7.03 -0.123
C -2.64 2.70 -5.81 -0.132
H -1.41 1.23 -4.90 0.119
H 0.10 1.33 -6.90 0.100
H -0.97 3.15 -8.62 0.084
H -3.21 4.09 -7.41 0.087
H -3.38 2.79 -5.03 0.110
```

Orbital gap (eV): 6.003
E_LUMO (Eh): 0.083
F_max (eV Å⁻¹): 2.6
Total charge: -1
Electronic energy (a.u.): -1530.70985
ΔE to the lowest compared entry with this formula, charge and spin (kcal/mol): 81.9
HOMO energy (eV): -3.7



Entry 5:
Below is a 22-piece molecular cluster, C21H24Cl63NO6PS2 overall, with properties calculated with ωB97M-V with the def2-TZVPD basis set.

XYZ file:
```
118
Properties=species:S:1:pos:R:3:lowdin_charge:R:1
O 1.35 -2.10 -1.73 -0.550
P 1.45 -1.13 -0.65 0.568
S 0.30 0.65 -1.18 0.285
O 1.10 1.74 -0.75 -0.399
O 0.19 0.54 -2.57 -0.372
N -1.06 0.75 -0.39 -0.295
S -1.74 -0.65 -0.22 0.264
O -1.37 -1.60 -1.19 -0.323
O -1.70 -1.06 1.11 -0.374
O -3.24 -0.35 -0.49 -0.263
H 2.79 -0.80 -0.47 -0.046
H 0.94 -1.68 0.53 -0.013
H -3.31 -0.16 -1.43 -0.043
C -5.32 2.65 -1.32 -1.507
Cl -4.94 1.26 -2.35 0.563
Cl -5.28 2.21 0.37 0.535
Cl -4.20 3.98 -1.64 0.544
H -6.31 2.98 -1.58 0.009
C 2.95 -4.99 0.48 -1.529
Cl 4.12 -5.95 1.42 0.511
Cl 1.52 -4.61 1.44 0.525
Cl 3.67 -3.51 -0.12 0.553
H 2.64 -5.58 -0.37 0.015
C 1.85 -0.56 -5.95 -1.518
Cl 2.01 -1.92 -7.07 0.513
Cl 1.90 -1.08 -4.29 0.648
Cl 3.11 0.65 -6.27 0.503
H 0.89 -0.09 -6.13 0.016
C -7.30 -1.58 1.93 -1.550
Cl -7.58 -0.91 3.54 0.513
Cl -8.49 -0.96 0.78 0.516
Cl -5.67 -1.25 1.38 0.527
H -7.42 -2.65 1.99 -0.061
C 4.28 0.80 2.08 -1.538
Cl 4.75 1.17 3.74 0.516
Cl 4.97 -0.74 1.57 0.513
Cl 2.53 0.80 1.90 0.588
H 4.68 1.57 1.44 0.014
C 2.82 4.64 -6.88 -1.574
Cl 1.55 4.64 -8.11 0.524
Cl 4.38 5.07 -7.58 0.491
Cl 2.41 5.72 -5.56 0.532
H 2.89 3.63 -6.48 -0.045
C -3.50 0.63 4.73 -1.530
Cl -1.93 1.43 4.87 0.539
Cl -4.54 1.02 6.11 0.483
Cl -4.30 1.05 3.23 0.507
H -3.33 -0.44 4.74 -0.012
C -5.29 0.64 10.12 -1.540
Cl -5.76 1.29 11.69 0.507
Cl -6.46 1.12 8.89 0.512
Cl -3.67 1.18 9.70 0.507
H -5.29 -0.44 10.19 0.012
C -2.24 -4.00 2.84 -1.505
Cl -0.86 -2.93 3.04 0.563
Cl -3.63 -3.43 3.78 0.528
Cl -2.67 -4.17 1.14 0.537
H -1.97 -4.97 3.22 0.008
C 7.00 3.86 -4.67 -1.536
Cl 7.70 4.95 -5.88 0.520
Cl 5.61 3.00 -5.32 0.525
Cl 8.22 2.73 -4.09 0.526
H 6.67 4.46 -3.83 0.014
C 5.40 -3.41 -8.29 -1.546
Cl 5.56 -4.76 -9.41 0.498
Cl 5.50 -3.96 -6.62 0.525
Cl 6.63 -2.18 -8.62 0.509
H 4.43 -2.96 -8.43 -0.026
C -3.41 5.44 9.54 -1.543
Cl -4.08 4.65 10.97 0.514
Cl -2.05 6.47 9.99 0.517
Cl -2.95 4.25 8.32 0.539
H -4.18 6.07 9.11 0.005
C 3.83 -6.47 -12.95 -1.528
Cl 5.25 -6.75 -11.95 0.488
Cl 3.27 -4.81 -12.80 0.536
Cl 4.16 -6.87 -14.65 0.499
H 3.04 -7.13 -12.61 0.011
C -2.94 -2.66 -3.83 -1.510
Cl -2.80 -2.80 -5.59 0.527
Cl -4.32 -1.64 -3.41 0.547
Cl -3.05 -4.25 -3.09 0.519
H -2.04 -2.18 -3.45 0.001
C -6.95 -5.51 -0.20 -1.535
Cl -5.39 -4.72 -0.07 0.507
Cl -7.99 -5.12 1.18 0.555
Cl -7.75 -5.09 -1.71 0.524
H -6.79 -6.58 -0.19 -0.053
C 1.98 5.96 10.08 -1.575
Cl 2.90 6.51 11.47 0.516
Cl 2.98 5.92 8.63 0.534
Cl 1.25 4.39 10.39 0.519
H 1.18 6.67 9.90 -0.012
C -5.91 -8.24 -3.14 -1.546
Cl -5.35 -9.54 -4.19 0.527
Cl -5.82 -8.75 -1.45 0.546
Cl -4.99 -6.77 -3.41 0.510
H -6.95 -8.04 -3.37 0.006
C 9.68 -0.87 -5.12 -1.562
Cl 10.38 0.21 -6.33 0.512
Cl 8.26 -1.69 -5.76 0.511
Cl 10.88 -2.04 -4.55 0.520
H 9.37 -0.27 -4.28 -0.011
C 9.04 -6.85 -14.32 -1.547
Cl 9.57 -6.51 -12.67 0.528
Cl 9.63 -8.43 -14.84 0.519
Cl 7.29 -6.76 -14.45 0.487
H 9.47 -6.10 -14.97 0.008
C -4.22 8.12 12.95 -1.564
Cl -2.83 9.16 13.28 0.526
Cl -5.45 8.30 14.20 0.532
Cl -4.88 8.47 11.36 0.527
H -3.88 7.10 12.95 -0.013
C -1.72 13.07 13.73 -1.570
Cl -0.52 13.35 14.99 0.521
Cl -2.91 14.37 13.70 0.523
Cl -0.95 12.89 12.16 0.522
H -2.24 12.15 13.96 -0.022
```

Orbital gap (eV): 7.900
E_LUMO (Eh): 0.044
F_max (eV Å⁻¹): 3.4
Total charge: -1
Electronic energy (a.u.): -31450.56107
HOMO energy (eV): -6.7



Entry 6:
Below is one molecule with the formula C22H25N3O5S, with properties calculated with ωB97M-V with the def2-TZVPD basis set.

XYZ file:
```
56
Properties=species:S:1:pos:R:3:lowdin_charge:R:1
C -6.52 0.16 0.88 -0.050
C -5.17 -0.41 0.55 -0.273
C -4.87 -1.73 0.87 -0.020
C -3.63 -2.28 0.58 -0.264
C -3.33 -3.70 0.92 -0.047
C -2.67 -1.50 -0.07 0.024
C -2.96 -0.18 -0.40 -0.197
N -2.05 0.66 -1.05 0.151
C -0.78 0.40 -1.44 -0.421
O -0.18 -0.65 -1.31 0.069
C -0.12 1.64 -2.07 -0.022
N 0.17 2.63 -1.05 0.038
C -0.75 3.60 -0.82 -0.396
O -1.84 3.61 -1.37 0.069
C -0.30 4.69 0.13 -0.057
O 0.44 4.22 1.24 0.005
C 1.36 3.26 0.96 -0.189
C 2.37 3.05 1.90 0.026
C 3.31 2.06 1.68 -0.040
C 3.25 1.30 0.53 -0.256
S 4.48 0.04 0.21 0.676
O 5.47 0.58 -0.68 -0.282
O 4.94 -0.46 1.48 -0.286
N 3.57 -1.07 -0.65 -0.243
C 2.62 -1.79 0.19 -0.186
C 3.02 -3.28 0.14 -0.150
C 4.44 -3.25 -0.42 -0.164
C 4.37 -2.05 -1.37 -0.191
C 2.25 1.49 -0.40 0.019
C 1.28 2.47 -0.19 -0.092
C -4.21 0.36 -0.09 0.012
H -7.29 -0.36 0.30 0.083
H -6.74 0.02 1.93 0.081
H -6.56 1.22 0.64 0.073
H -5.61 -2.33 1.37 0.119
H -3.80 -3.99 1.85 0.077
H -2.25 -3.86 1.00 0.076
H -3.71 -4.36 0.14 0.085
H -1.71 -1.91 -0.30 0.102
H -2.39 1.60 -1.23 0.117
H 0.79 1.35 -2.59 0.131
H -0.81 2.11 -2.78 0.137
H -1.17 5.21 0.53 0.143
H 0.31 5.41 -0.45 0.150
H 2.38 3.66 2.78 0.126
H 4.10 1.86 2.40 0.119
H 1.61 -1.63 -0.20 0.095
H 2.67 -1.39 1.20 0.115
H 2.98 -3.74 1.13 0.110
H 2.36 -3.82 -0.53 0.110
H 5.16 -3.04 0.37 0.110
H 4.72 -4.17 -0.93 0.110
H 3.85 -2.31 -2.29 0.128
H 5.34 -1.61 -1.61 0.112
H 2.24 0.84 -1.26 0.109
H -4.42 1.38 -0.35 0.117
```

Orbital gap (eV): 9.078
E_LUMO (Eh): 0.020
F_max (eV Å⁻¹): 1.2
Total charge: 0
Electronic energy (a.u.): -1792.03106
ΔE to the lowest compared entry with this formula, charge and spin (kcal/mol): 45.7
HOMO energy (eV): -8.5
SMILES string: Cc1cc(C)cc(NC(=O)CN2C(=O)COc3ccc(S(=O)(=O)N4CCCC4)cc32)c1